(1)
ORCA calculation (ωB97M-V/def2-TZVPD) on 5 unconnected molecules or ions with the total composition C8H20O4.

The geometry in XYZ format:
```
32
Properties=species:S:1:pos:R:3:lowdin_spin:R:1
C 0.1060 -2.6314 1.8153 0.00
C -0.1031 -1.9803 0.4529 0.00
C 1.1026 -1.2449 -0.0303 0.08
C 1.9499 -1.8947 -0.8829 0.26
C 0.7800 0.7646 1.5003 0.18
C 1.4188 0.0518 0.4913 0.14
C 0.5067 3.2172 1.8863 0.14
C 1.2878 2.1163 1.7734 0.06
H -0.7308 -3.2163 2.1338 0.00
H 0.3046 -1.9002 2.6048 0.00
H 0.9942 -3.2655 1.7463 0.00
H -0.4400 -2.7394 -0.2884 0.00
H -0.9635 -1.3084 0.4163 0.00
H 2.8793 -1.5940 -1.3243 0.02
H 1.6985 -2.8192 -1.4064 0.03
H -0.1643 0.5451 2.0122 0.02
H 2.2445 0.5847 0.0364 0.00
H 1.0014 4.1066 2.2579 0.02
H -0.5736 3.2003 1.7547 0.01
H 2.3659 2.0541 1.6989 0.01
H 0.1806 0.1945 -2.5822 0.00
H 0.4084 0.8008 -3.9581 0.00
O 0.7718 0.7934 -3.0628 0.01
H -1.6015 0.4846 -0.2337 0.00
H -1.7739 1.4379 -1.5200 0.00
O -2.0691 0.6677 -1.0650 0.00
H 0.2793 2.5737 -2.2263 0.00
H 0.4784 3.8537 -1.6307 0.00
O -0.2309 3.1855 -1.6551 0.00
H -4.4041 -1.5145 0.1662 0.00
H -3.4693 -2.1241 -0.7012 0.00
O -4.2347 -2.3999 -0.1794 0.00
```

Properties
M (Da): 180.24
ΔE to the lowest compared entry with this formula, charge and spin (kJ/mol): 0.0
⟨S²⟩: 0.777
Total charge: -1
Lowest unoccupied orbital energy (spin up / spin down) (eV): 3.03 / 3.00
Multiplicity: 2

=====

(2)
ORCA calculation (ωB97M-V/def2-TZVPD) on a single C5H7N3 molecule.

The geometry in XYZ format:
```
15
Properties=species:S:1:pos:R:3:nbo_charge:R:1
C 0.0060 -1.9435 -2.0301 -0.35
C -0.1289 -1.4428 -0.7862 -0.27
C 0.2414 -0.0993 -0.3115 0.27
N 1.1602 0.6923 -0.8268 -0.43
C 1.2463 1.7486 -0.0355 -0.09
C 0.3040 1.6578 0.9877 -0.12
N -0.3204 0.4982 0.8286 -0.18
N -1.1537 -0.0525 1.8021 -0.62
H -0.3512 -3.0207 -2.3697 0.20
H 0.4317 -1.4529 -2.9551 0.21
H -0.1987 -2.2254 0.0463 0.23
H 1.6768 2.6940 -0.3355 0.20
H 0.1550 2.4785 1.7306 0.22
H -2.1128 0.0991 1.6117 0.36
H -0.9557 0.3685 2.6434 0.36
```

Properties
M (Da): 109.13
ΔE to the lowest compared entry with this formula, charge and spin (kJ/mol): 306.5
Total charge: 0
Lowest unoccupied orbital energy (eV): 0.86
Multiplicity: 1

=====

(3)
ORCA calculation (ωB97M-V/def2-TZVPD) on 2 unconnected molecules or ions with the total composition C5H13NOS.

The geometry in XYZ format:
```
21
Properties=species:S:1:pos:R:3:nbo_charge:R:1
C 0.2677 1.2110 0.6991 -0.58
C 1.0404 -0.0058 0.0455 -0.20
C 2.4960 0.1924 0.3469 -0.61
C 0.5772 0.1528 -1.4301 -0.61
C 0.5441 -1.1779 0.6794 0.46
O -0.4822 -1.7423 0.3154 -0.60
H 0.1151 1.0855 1.7699 0.20
H 0.9314 2.0257 0.3085 0.22
H -0.6874 1.2579 0.2391 0.24
H 3.1578 1.0224 -0.0483 0.23
H 2.6737 0.3137 1.3641 0.21
H 3.0177 -0.7053 0.0136 0.21
H -0.4863 -0.1165 -1.5325 0.26
H 1.2998 -0.3909 -2.0600 0.20
H 0.6438 1.2033 -1.8067 0.21
H 0.8297 -1.4702 1.6829 0.14
N -3.2334 -0.7580 0.0344 -0.88
S -2.9747 0.6995 -1.2587 -0.43
H -4.0422 -1.3815 -0.3400 0.44
H -2.2387 -1.0380 0.0190 0.47
H -3.4494 -0.3780 0.9587 0.41
```

Properties
M (Da): 135.23
ΔE to the lowest compared entry with this formula, charge and spin (kJ/mol): 273.6
Total charge: 0
Lowest unoccupied orbital energy (eV): 0.34
Multiplicity: 1

=====

(4)
ORCA calculation (ωB97M-V/def2-TZVPD) on 13 unconnected molecules or ions with the total composition C30H68F7N12O19PSSi.

The geometry in XYZ format:
```
139
Properties=species:S:1:pos:R:3:mulliken_charge:R:1
O -4.5962 3.7878 1.9157 -0.59
C -3.3977 3.9324 1.2917 0.28
O -2.9021 5.3110 1.1593 -0.37
C -2.6026 2.5803 0.7218 -0.04
C -1.7826 3.0076 -0.6278 -0.72
Si 0.1029 2.4529 -0.6065 0.25
P 0.2293 0.3351 -0.0847 0.75
O -1.0397 -0.2272 0.7368 -0.60
O 0.1723 -0.5657 -1.6165 -0.39
O 1.6955 -0.1757 0.6967 -0.44
S 1.3913 3.7996 0.4383 0.70
O 2.7309 3.8923 -0.3933 -0.62
O 0.7740 5.2496 0.3335 -0.21
C 1.8868 3.3645 2.1784 0.39
F 2.7223 2.1114 2.2975 -0.24
F 2.8455 4.4568 2.6022 -0.24
C 0.6707 3.4317 3.2971 0.48
F -0.5619 3.9869 2.6916 -0.09
F 1.0623 4.4167 4.3751 -0.29
C 0.3847 2.0214 4.0807 0.52
F 0.2465 0.8301 3.2146 -0.12
F 1.3634 1.8283 5.2156 -0.23
F -0.9533 2.1910 4.7616 -0.26
H -1.9141 5.3535 1.0004 0.20
H -1.8742 2.1176 1.5271 0.07
H -3.4204 1.7922 0.4376 0.44
H -1.8793 4.1330 -0.9367 0.60
H -2.2545 2.3854 -1.5311 0.35
H 0.4970 2.5407 -2.0393 -0.16
H 0.8785 -0.1609 -2.2114 0.28
H 2.1894 -0.8342 0.0937 0.30
O 1.1388 2.2397 10.5619 -0.64
C 0.8062 2.3714 9.3897 0.73
N 0.9412 1.3461 8.5044 -0.28
C 0.2336 3.6448 8.8379 -0.83
H 0.6817 1.4065 7.5305 0.12
H 1.3251 0.4772 8.8530 0.23
H 0.9601 4.4508 8.9732 0.27
H -0.6868 3.8852 9.3770 0.25
H 0.0022 3.5578 7.7726 0.21
O 0.7671 -3.2078 -4.4968 -0.67
C 0.2265 -3.8573 -3.6091 0.46
N -0.2822 -5.0952 -3.8583 -0.44
C 0.0802 -3.3581 -2.2008 -0.19
H -0.7357 -5.6673 -3.1609 0.14
H -0.1956 -5.4534 -4.8007 0.25
H -0.5016 -2.4323 -2.2090 -0.17
H 1.0732 -3.1646 -1.7859 0.20
H -0.4295 -4.0858 -1.5630 0.31
O 1.2177 6.3622 -2.3127 -0.56
C 2.2913 6.9534 -2.3130 0.69
N 3.0336 7.0555 -3.4496 -0.39
C 2.8703 7.6026 -1.0895 -0.54
H 3.9226 7.5317 -3.4994 0.16
H 2.6639 6.6257 -4.2877 0.26
H 3.0152 6.8424 -0.3169 0.05
H 2.1759 8.3661 -0.7282 -0.01
H 3.8334 8.0766 -1.2986 0.48
O 0.3650 -8.8591 -4.3906 -0.74
C 1.5405 -8.5656 -4.2056 0.75
N 1.9076 -7.2825 -3.9370 -0.14
C 2.6546 -9.5706 -4.2573 -0.34
H 2.8614 -6.9924 -3.7777 0.18
H 1.1739 -6.5868 -3.8969 0.16
H 2.6752 -10.0297 -5.2495 0.29
H 2.4771 -10.3393 -3.5002 0.04
H 3.6272 -9.1088 -4.0655 -0.01
O -3.1780 -7.5484 -2.0237 -0.66
C -2.4700 -8.4918 -1.6908 0.67
N -1.4836 -8.9498 -2.5096 -0.22
C -2.6233 -9.2101 -0.3814 -0.87
H -0.8757 -9.7224 -2.2797 0.17
H -1.3608 -8.4814 -3.3981 0.19
H -3.6300 -9.6329 -0.3221 0.26
H -2.4747 -8.4986 0.4354 0.24
H -1.8969 -10.0207 -0.2755 0.29
O 5.5671 -8.6215 -4.0640 -0.67
C 6.6133 -8.5558 -4.6989 0.62
N 7.6676 -9.3621 -4.3961 -0.40
C 6.8215 -7.6030 -5.8403 -0.87
H 8.5483 -9.3448 -4.8895 0.18
H 7.5513 -10.0131 -3.6302 0.23
H 6.6960 -6.5791 -5.4777 0.25
H 6.0814 -7.8108 -6.6180 0.24
H 7.8208 -7.7006 -6.2736 0.33
O -6.2462 9.3938 -1.3068 -0.66
C -5.4870 8.7857 -0.5611 0.53
N -5.9663 8.0679 0.4918 -0.34
C -3.9961 8.7779 -0.7373 -0.20
H -5.3815 7.5515 1.1326 0.19
H -6.9684 8.0580 0.6312 0.22
H -3.6240 9.8042 -0.6738 0.22
H -3.7550 8.3596 -1.7184 0.02
H -3.4997 8.1778 0.0303 0.01
O -4.6706 -0.1945 -3.2742 -0.64
C -4.1343 -1.2489 -3.5950 0.64
N -2.8322 -1.4951 -3.2829 -0.07
C -4.8479 -2.3376 -4.3429 -0.86
H -2.3476 -2.3470 -3.5253 0.09
H -2.3300 -0.7758 -2.7787 0.03
H -5.1948 -1.9433 -5.3020 0.26
H -5.7044 -2.6739 -3.7522 0.25
H -4.1957 -3.1947 -4.5325 0.25
O -1.1800 -2.8420 11.7405 -0.64
C -1.0256 -1.7792 11.1500 0.59
N 0.1246 -1.0637 11.2857 -0.34
C -2.0662 -1.1848 10.2457 -0.71
H 0.2979 -0.1846 10.8205 0.16
H 0.8413 -1.4442 11.8903 0.18
H -2.9801 -1.0098 10.8201 0.25
H -2.2724 -1.8843 9.4310 0.24
H -1.7360 -0.2350 9.8160 0.21
O 0.8051 9.4575 0.3302 -0.71
C -0.1275 9.3108 1.1117 0.72
N -0.5978 8.0698 1.4151 -0.13
C -0.8186 10.4589 1.7886 -1.09
H -1.3624 7.8986 2.0519 0.17
H -0.1478 7.2797 0.9711 0.06
H -1.2450 11.1177 1.0271 0.27
H -0.0891 11.0120 2.3865 0.31
H -1.6231 10.1178 2.4461 0.32
O -1.9315 6.6942 -3.9652 -0.61
C -1.7772 7.7570 -4.5557 0.66
N -0.6269 8.4724 -4.4200 -0.34
C -2.8178 8.3513 -5.4600 -0.91
H -0.4537 9.3516 -4.8852 0.17
H 0.0897 8.0920 -3.8154 0.19
H -3.7317 8.5264 -4.8856 0.23
H -3.0240 7.6519 -6.2747 0.26
H -2.4876 9.3012 -5.8897 0.33
O 1.7655 -11.4074 -1.4085 -0.61
C 2.6983 -11.6095 -0.6396 0.67
N 3.8766 -10.9418 -0.7779 -0.28
C 2.6272 -12.5882 0.4966 -0.93
H 4.6722 -11.0739 -0.1705 0.18
H 3.9487 -10.2765 -1.5369 0.17
H 2.4257 -13.5856 0.0963 0.25
H 1.8193 -12.2930 1.1717 0.26
H 3.5620 -12.6211 1.0632 0.32
```

Properties
M (Da): 1125.05
Total charge: 0
Lowest unoccupied orbital energy (eV): -1.98
Multiplicity: 1

=====

(5)
ORCA calculation (ωB97M-V/def2-TZVPD) on a single CH2ClFO2 molecule.

The geometry in XYZ format:
```
7
Properties=species:S:1:pos:R:3:nbo_charge:R:1
O 0.6004 -0.5182 1.0896 -0.69
C -0.0091 -0.0567 -0.0303 0.77
O -0.4788 1.3984 0.1448 -0.70
F 0.9904 -0.0717 -1.0715 -0.38
Cl -1.1675 -1.1169 -0.7700 -0.01
H 0.4288 -1.4560 1.3645 0.52
H -0.3642 1.8211 -0.7271 0.49
```

Properties
M (Da): 100.48
ΔE to the lowest compared entry with this formula, charge and spin (kJ/mol): 96.5
Total charge: 0
Lowest unoccupied orbital energy (eV): 0.49
Multiplicity: 1

=====

(6)
ORCA calculation (ωB97M-V/def2-TZVPD) on a molecular structure, C23H25AsCl2N5O10S6Ta.

The geometry in XYZ format:
```
73
Properties=species:S:1:pos:R:3:mulliken_charge:R:1
Ta -0.2866 -0.2286 1.7937 0.91
S -4.3153 -3.1309 2.1955 -0.61
As -4.0967 -1.2016 3.1836 0.23
S -2.7811 0.0416 1.8492 -0.43
S -0.8223 -1.8556 3.6178 -0.07
S -2.4733 -1.3906 4.7348 -0.25
O 5.4561 -3.1226 2.6885 -0.58
C 5.5307 -3.2714 1.3840 0.49
O 6.5473 -3.6513 0.8398 -0.66
C 4.3053 -2.9545 0.5938 -0.30
C 4.1917 -3.1205 -0.7704 0.09
Cl 5.3648 -3.5909 -1.9178 -0.18
N 2.9368 -2.7523 -1.1327 0.12
N 2.2346 -2.3411 -0.0713 0.21
C 3.0203 -2.4486 0.9700 0.38
C 2.4806 -2.0286 2.3109 0.27
O 3.1531 -2.2818 3.3193 -0.94
O 1.3817 -1.4091 2.3229 -0.47
C 2.2503 -2.7665 -2.3787 0.34
C 1.2498 -1.8169 -2.5628 0.18
C 0.4978 -1.8442 -3.7261 -0.35
C 0.7519 -2.7972 -4.7052 -0.66
C 1.7485 -3.7407 -4.5062 -0.70
C 2.4944 -3.7406 -3.3358 -0.60
H 4.5250 -2.8110 2.9901 0.45
H 1.0494 -1.0998 -1.7746 0.26
H -0.3064 -1.1310 -3.8455 0.37
H 0.1624 -2.8132 -5.6137 0.40
H 1.9375 -4.5013 -5.2538 0.34
H 3.2416 -4.5006 -3.1647 0.41
N -2.8786 -2.4656 -0.4388 0.37
C -1.8470 -3.5226 -0.4114 -0.95
C -0.6941 -3.0996 0.5023 0.49
O -0.0226 -3.9362 1.0512 -0.67
O -0.5668 -1.8033 0.5283 1.39
H -3.5240 -2.5697 -1.2150 0.37
H -2.4285 -1.5465 -0.5137 -0.51
H -3.4517 -2.5417 0.4786 -0.10
H -1.4432 -3.6742 -1.4139 0.28
H -2.2885 -4.4403 -0.0322 0.38
C 0.8784 3.1430 -1.9577 -1.19
C 0.1155 3.8532 -0.8461 -0.86
C -1.3017 3.2849 -0.5546 2.80
C -2.0516 4.2374 0.3850 -0.69
C -3.4374 3.7438 0.7786 -1.26
C -2.0460 3.1655 -1.8683 -0.58
O -2.4444 4.1296 -2.4932 -0.70
N -2.2214 1.8932 -2.3402 0.23
C -1.8126 0.6957 -1.7230 -0.44
O -2.0627 -0.3523 -2.3089 -0.80
N -1.1976 0.7733 -0.5280 0.57
C -1.1078 1.9393 0.0951 -0.71
O -0.7732 1.9018 1.3017 -0.28
H 1.8706 3.5842 -2.0626 0.46
H 0.3684 3.2380 -2.9195 0.30
H 1.0178 2.0867 -1.7250 0.09
H -0.0186 4.9086 -1.0953 0.49
H 0.6768 3.7903 0.0898 0.08
H -2.1178 5.2007 -0.1247 0.57
H -1.4320 4.3627 1.2729 -0.17
H -4.0735 3.6172 -0.1015 0.32
H -3.9249 4.4665 1.4353 0.45
H -3.3868 2.7899 1.3065 0.11
H -2.7076 1.7885 -3.2176 0.31
Cl 1.6274 0.6989 0.5544 -0.44
C -0.6357 4.8168 3.9329 -0.91
O -0.6469 3.3973 3.9767 -0.17
C 0.4427 2.7359 3.5632 0.41
S 1.7633 3.4837 2.9366 -0.30
S 0.2750 1.0133 3.8823 -0.35
H -1.6265 5.1217 4.2648 0.24
H -0.4308 5.1795 2.9254 0.37
H 0.1365 5.2123 4.5950 0.33
```

Properties
M (Da): 1050.66
ΔE to the lowest compared entry with this formula, charge and spin (kJ/mol): 51.7
Total charge: -2
Lowest unoccupied orbital energy (eV): 3.89
Multiplicity: 1

=====

(7)
ORCA calculation (ωB97M-V/def2-TZVPD) on a molecular structure, CNO5PtS2.

The geometry in XYZ format:
```
10
Properties=species:S:1:pos:R:3:lowdin_spin:R:1
Pt -0.7886 -0.0099 0.0899 0.52
N 2.4757 0.7162 -0.0614 0.35
S 1.5696 1.9245 -0.1452 0.45
O 0.0875 1.7195 0.0344 0.26
S 1.9163 -1.0064 -0.4187 0.07
O 0.6119 -1.1009 0.3881 0.10
O 2.9751 -1.8387 0.1896 0.01
O -3.8025 -0.4916 -0.6572 0.01
C -2.6397 -0.2682 -0.2858 0.07
O -2.4054 0.3555 0.8663 0.15
```

Properties
M (Da): 365.23
⟨S²⟩: 2.010
Total charge: -1
Lowest unoccupied orbital energy (spin up / spin down) (eV): 3.06 / 1.92
Multiplicity: 3

=====

(8)
ORCA calculation (ωB97M-V/def2-TZVPD) on 2 unconnected molecules or ions with the total composition C10H15N.

The geometry in XYZ format:
```
26
Properties=species:S:1:pos:R:3:nbo_charge:R:1
C -4.1880 1.1419 0.2746 -0.20
C -2.7906 1.0176 0.2989 -0.25
C -2.0494 -0.0712 -0.0880 0.01
N -2.6439 -1.1735 -0.5135 -0.43
C -3.9378 -1.1831 -0.4510 0.04
C -4.8105 -0.0645 0.0446 -0.25
H -4.7692 1.9913 0.5588 0.23
H -2.1707 1.8600 0.7845 0.21
H -0.8795 -0.0498 0.1511 0.21
H -4.2667 -2.2844 -0.4882 0.20
H -5.9132 -0.2950 -0.0103 0.23
C 3.8762 0.1141 0.0178 -0.42
C 2.9447 -0.9011 0.7124 -0.40
C 1.5061 -0.4911 0.6719 -0.43
C 1.5765 0.0040 -0.7816 -0.41
C 2.8820 0.8575 -0.8352 -0.42
H 4.3882 0.7302 0.8563 0.22
H 4.6280 -0.2324 -0.8050 0.22
H 3.2021 -0.9046 1.8648 0.19
H 2.9244 -1.8874 0.3601 0.21
H 1.1788 0.3741 1.3636 0.20
H 0.9290 -1.4006 0.8350 0.23
H 0.6253 0.5622 -1.0403 0.21
H 1.8473 -0.7777 -1.5918 0.21
H 2.6351 1.8604 -0.4164 0.19
H 3.2758 1.2029 -1.7729 0.21
```

Properties
M (Da): 149.24
ΔE to the lowest compared entry with this formula, charge and spin (kJ/mol): 237.1
Total charge: 0
Lowest unoccupied orbital energy (eV): 0.90
Multiplicity: 1